No. 1
A 6-piece molecular cluster, C80H180BrP5 overall at a distorted geometry, computed with ωB97M-V/def2-TZVPD.

Geometry as XYZ:
```
266
Properties=species:S:1:pos:R:3
C 23.68288 25.08496 17.54662
C 23.99722 24.37295 18.82628
C 23.12475 24.87827 20.02157
C 21.60087 24.62403 19.77716
P 20.53934 25.43088 21.10224
C 20.53933 27.23888 20.93816
C 20.31527 27.78892 19.46706
C 20.12824 29.29472 19.44522
C 21.12680 30.14074 20.09891
C 21.31976 25.14504 22.64841
C 21.54481 23.65308 23.01534
C 22.62801 23.54021 24.05926
C 24.04341 23.93531 23.63502
C 18.91893 24.57608 21.07316
C 18.17157 24.88122 19.73960
C 16.79831 24.18269 19.70744
C 15.85430 24.47223 20.90605
H 22.70833 24.74963 17.22392
H 24.44854 24.92638 16.81852
H 23.58929 26.19107 17.77387
H 25.06726 24.32709 19.06400
H 23.79234 23.34928 18.61116
H 23.26163 25.97377 20.05304
H 23.37755 24.43991 20.97984
H 21.36646 23.53562 19.65136
H 21.19996 24.95516 18.78182
H 21.50082 27.44562 21.30386
H 19.77132 27.58563 21.64215
H 19.40807 27.33614 19.09100
H 21.08852 27.39046 18.84019
H 19.10164 29.53476 19.82849
H 20.05991 29.61811 18.44226
H 22.08652 29.61985 20.09621
H 20.91983 30.24393 21.18072
H 21.22222 31.13180 19.72205
H 20.76379 25.57599 23.50564
H 22.26420 25.60049 22.54609
H 21.81955 23.07126 22.10728
H 20.58455 23.23775 23.41876
H 22.69420 22.60350 24.50734
H 22.26118 24.18482 24.87661
H 24.18571 24.96150 23.19969
H 24.49351 23.28096 22.84064
H 24.74105 23.88173 24.45281
H 18.28028 24.87690 21.89665
H 19.21829 23.52798 21.13512
H 18.80255 24.73392 18.88282
H 17.92723 25.96305 19.82374
H 17.02605 23.10734 19.55134
H 16.33204 24.50805 18.78015
H 15.41638 25.51198 20.89588
H 16.37384 24.27559 21.85323
H 14.93104 23.86779 20.90286
C 13.44201 11.95358 13.88128
C 14.88026 12.56924 14.04048
C 15.00251 14.04257 13.69352
C 13.93311 14.91932 14.39345
P 14.05627 15.25639 16.23599
C 15.28727 14.25023 17.07743
C 15.55772 14.75719 18.45925
C 16.93896 14.34521 18.98715
C 17.10010 14.64939 20.53360
C 14.57527 16.98550 16.43306
C 15.95426 17.16870 15.73034
C 16.46255 18.63542 15.80178
C 15.35016 19.72896 15.70632
C 12.42988 15.07944 17.00614
C 11.30879 15.64936 16.16001
C 10.00424 15.24389 16.74236
C 8.81714 15.53774 15.82122
H 13.57557 10.86124 13.96564
H 12.96050 12.19296 12.92600
H 12.79038 12.35308 14.64218
H 15.47128 12.03326 13.23766
H 15.19646 12.46131 15.03688
H 14.89660 14.15682 12.59129
H 16.05676 14.24966 13.95437
H 13.03861 14.41419 14.12543
H 13.89101 15.92820 13.96697
H 16.20020 14.43758 16.39314
H 15.15578 13.15643 17.12275
H 14.72607 14.48480 19.09368
H 15.55815 15.88816 18.39358
H 17.63788 14.94156 18.40922
H 16.96329 13.30122 18.81407
H 17.01074 15.76112 20.77012
H 18.02350 14.25126 20.88056
H 16.43196 14.08016 21.09898
H 14.50013 17.34322 17.43452
H 13.81291 17.44922 15.79478
H 15.89463 16.75289 14.69466
H 16.60860 16.52549 16.28996
H 17.19176 18.75511 14.99114
H 16.92140 18.72764 16.76797
H 14.73139 19.52804 14.78930
H 15.71637 20.78114 15.66771
H 14.59988 19.56453 16.49204
H 12.51645 15.56423 17.94667
H 12.25748 14.00529 17.08104
H 11.38376 15.21785 15.18435
H 11.40574 16.73027 16.02434
H 9.84686 15.64894 17.76535
H 10.02369 14.14412 16.94796
H 8.78200 16.63738 15.48646
H 7.92733 15.42813 16.46081
H 8.72143 14.84241 14.97165
C 19.11467 19.47525 12.26907
C 20.22340 20.45767 12.67837
C 21.18892 19.82907 13.71289
C 20.48460 19.84179 15.11042
P 21.28187 18.84239 16.39984
C 23.07278 19.12452 16.36969
C 23.62857 20.55097 16.52714
C 25.08724 20.48764 16.76428
C 25.93993 20.21984 15.48331
C 20.80106 19.53352 18.03389
C 19.32945 19.60559 18.53176
C 19.16153 20.65606 19.68001
C 19.87816 20.38467 21.03576
C 20.96439 17.09577 16.14879
C 19.52306 16.75579 15.61865
C 19.34115 15.23996 15.42269
C 20.19468 14.61148 14.37049
H 18.26422 19.86554 11.71954
H 18.63472 19.00135 13.15754
H 19.58570 18.68312 11.62159
H 19.87398 21.43811 12.93860
H 20.86226 20.63404 11.79860
H 22.08765 20.45382 13.77743
H 21.40148 18.81104 13.39126
H 19.53879 19.40514 15.02850
H 20.38684 20.89884 15.39872
H 23.49119 18.59065 15.54016
H 23.43725 18.46891 17.26168
H 23.23118 20.95354 17.44291
H 23.39908 21.23337 15.73968
H 25.45556 19.81301 17.49365
H 25.43183 21.45905 17.15681
H 26.96017 20.18965 15.72310
H 25.94234 21.13102 14.87821
H 25.72949 19.31344 14.87208
H 21.04206 20.56703 17.80445
H 21.48804 19.15050 18.75610
H 19.05839 18.59250 18.89314
H 18.68620 19.88613 17.66330
H 18.04424 20.72320 19.83287
H 19.54263 21.61678 19.28854
H 20.95348 20.41056 21.09640
H 19.49589 19.49990 21.55644
H 19.59056 21.19673 21.71198
H 21.10648 16.51602 17.12895
H 21.66211 16.62982 15.51027
H 19.37713 17.30425 14.63899
H 18.79815 17.14345 16.34189
H 18.29544 15.21481 15.07864
H 19.36941 14.75533 16.41878
H 20.08683 13.53507 14.39135
H 21.24327 14.91492 14.41085
H 19.92859 14.93868 13.35049
C 9.27748 32.41756 17.69789
C 10.46320 33.16524 17.22192
C 11.76850 32.50367 17.61566
C 12.93106 33.35364 16.98254
P 14.53946 32.39392 17.12868
C 15.66991 32.78563 15.78431
C 15.57201 31.87314 14.52502
C 16.26555 32.41267 13.28017
C 16.13662 31.46854 12.14388
C 14.27177 30.56588 17.32049
C 15.53486 29.91929 17.76766
C 15.75739 28.47830 17.24516
C 16.91459 27.79366 17.86912
C 15.46437 33.05567 18.59681
C 14.61957 33.20731 19.84937
C 14.29223 31.84725 20.51419
C 15.50385 31.27212 21.26458
H 8.97124 32.45458 18.76501
H 9.33774 31.34232 17.45813
H 8.37722 32.63808 17.19779
H 10.32498 34.18729 17.59620
H 10.34058 33.34990 16.15958
H 11.76346 31.47290 17.29605
H 11.91844 32.37269 18.71327
H 13.06751 34.35236 17.43048
H 12.67673 33.51533 15.93537
H 16.69795 32.78771 16.19336
H 15.44188 33.83921 15.48084
H 14.54125 31.71321 14.16109
H 16.06902 30.93697 14.78990
H 17.29162 32.49615 13.60549
H 15.88336 33.41372 13.17392
H 16.85484 31.65108 11.33803
H 15.12383 31.51549 11.67693
H 16.20288 30.41811 12.49471
H 13.99041 30.26300 16.31411
H 13.45885 30.42495 18.07085
H 15.63720 29.97552 18.88903
H 16.37483 30.50347 17.43236
H 15.86762 28.57923 16.13124
H 14.80435 28.02459 17.49029
H 17.76450 28.43794 17.78206
H 17.16023 26.84575 17.34887
H 16.71134 27.64001 18.95634
H 15.70634 34.01008 18.12767
H 16.38647 32.50290 18.74120
H 13.69718 33.74990 19.68667
H 15.16759 33.73681 20.67657
H 13.89221 31.07272 19.88778
H 13.53944 32.08585 21.28210
H 15.25124 30.24363 21.51079
H 15.60964 31.77795 22.16562
H 16.36885 31.33722 20.64497
C 22.12244 29.08072 16.16157
C 20.96447 28.12647 15.80866
C 21.10123 27.50013 14.43278
C 20.09942 26.35687 14.32946
P 20.27887 25.42755 12.79902
C 19.17972 24.02901 13.04874
C 17.92927 24.23824 13.92101
C 16.96540 23.07933 13.63164
C 15.50595 23.23850 14.21454
C 21.89585 24.77245 12.38581
C 22.52123 23.96261 13.54705
C 23.90472 23.53101 13.05617
C 23.87223 22.65162 11.76282
C 19.71293 26.54657 11.46825
C 18.28865 27.08803 11.52851
C 17.91584 28.03211 10.40356
C 16.41389 28.17477 10.36151
H 21.86978 29.77156 16.98366
H 22.40590 29.63322 15.26812
H 23.00800 28.52354 16.53646
H 20.06252 28.73042 15.85554
H 20.86194 27.40382 16.62551
H 22.07885 27.06405 14.32212
H 20.98382 28.27490 13.69598
H 19.03672 26.64231 14.32085
H 20.23212 25.68439 15.17222
H 19.80963 23.26974 13.37455
H 18.76655 23.76270 12.01438
H 17.40897 25.20075 13.68945
H 18.24391 24.18017 14.98919
H 17.40382 22.14038 14.03150
H 16.85499 22.99283 12.49594
H 15.49865 23.29463 15.32526
H 14.97328 22.37460 13.83400
H 15.02799 24.18803 13.83054
H 22.61386 25.53391 12.20427
H 21.67501 24.15384 11.52012
H 21.94134 23.09981 13.87500
H 22.68506 24.65619 14.43640
H 24.36649 22.90539 13.82348
H 24.64338 24.41473 13.03310
H 23.49937 21.69598 12.05784
H 24.87186 22.52846 11.36271
H 23.20515 23.03045 10.96170
H 20.02317 26.19056 10.49132
H 20.41008 27.34647 11.67805
H 18.15840 27.61657 12.48436
H 17.57374 26.31118 11.43142
H 18.32641 27.56128 9.50421
H 18.42644 28.94601 10.46728
H 16.08280 28.90737 9.71095
H 15.98376 28.39550 11.36415
H 15.89503 27.19725 10.05578
Br 20.13014 23.23740 16.79765
```

* calculated total energy: -7435.8032 Eh
* HOMO-LUMO gap: 8.97 eV
* LUMO energy: -0.2246 Eh
* total charge: +4

No. 2
C32H51Cl2PV as an isolated structure at a distorted geometry, computed with ωB97M-V/def2-TZVPD.

Geometry as XYZ:
```
87
Properties=species:S:1:pos:R:3
V 2.68614 0.27755 2.62199
Cl 2.34172 -1.38975 3.94642
P -0.50179 0.02756 -1.11074
C -1.71730 -0.67021 0.42277
H -2.57074 0.07151 0.72835
H -0.91823 -0.62245 1.32257
C 1.18374 0.33654 -0.56235
C -1.53366 1.49342 -1.17482
C 1.98425 0.54643 -1.84898
H 1.13464 1.30551 -0.04092
C 3.44055 0.95326 -1.61258
H 2.00626 -0.38071 -2.43176
H 1.52958 1.29821 -2.50845
C 4.16053 -0.10336 -0.79205
H 3.94945 1.10103 -2.57475
H 3.48425 1.92670 -1.10663
C 3.40402 -0.37497 0.54848
H 4.23727 -1.03861 -1.36088
H 5.19002 0.20675 -0.58769
C 1.87724 -0.62716 0.45017
H 3.94640 -1.20700 1.02580
H 3.59640 0.58539 1.13419
H 1.62913 -1.69376 0.20576
H 1.36145 -0.52034 1.44044
C -0.74121 -1.13631 -2.46578
C -2.93678 1.17524 -1.74315
H -1.66902 1.85475 -0.13804
C -3.81222 2.43953 -1.68426
H -2.86596 0.80366 -2.77651
H -3.43375 0.38101 -1.16585
C -3.13219 3.66749 -2.30119
H -4.76859 2.21924 -2.19061
H -4.04960 2.63898 -0.63217
C -1.68431 3.87880 -1.84586
H -3.15424 3.56326 -3.38904
H -3.73046 4.55153 -2.05002
C -0.83502 2.60330 -1.93080
H -1.21641 4.67456 -2.44141
H -1.68596 4.21922 -0.80588
H -0.66825 2.33351 -2.98122
H 0.15173 2.81518 -1.50180
C 0.16808 -2.38199 -2.36543
H -1.79287 -1.47193 -2.43715
C -0.21887 -3.33384 -3.53415
H 1.20571 -2.08561 -2.55132
H 0.18008 -2.80094 -1.33328
C -0.20415 -2.66251 -4.93432
H 0.48853 -4.18020 -3.57010
H -1.20733 -3.75953 -3.36618
C -0.96636 -1.33852 -4.98005
H 0.82000 -2.49259 -5.26315
H -0.64262 -3.34348 -5.68522
C -0.57916 -0.41004 -3.81819
H -0.75901 -0.82670 -5.94166
H -2.03987 -1.52549 -4.96435
H 0.45355 -0.06841 -3.97153
H -1.21113 0.49054 -3.88498
C 0.90303 -3.32824 1.07539
C -2.15480 -1.93802 0.08890
H 1.50444 -4.26681 0.59890
C -2.78270 -2.89781 1.30517
H -1.83022 -2.65692 -0.84206
C -2.17942 -2.49107 2.74751
H -3.81114 -2.51122 1.34252
H -2.67805 -3.98603 1.07570
C -0.70732 -2.65730 3.11467
H -2.38322 -1.42948 2.99050
H -2.77328 -3.16684 3.42648
C 0.25123 -3.73634 2.34920
H -0.12721 -1.65136 3.10201
H -0.76397 -3.18764 4.07544
H 1.03757 -4.03654 3.09421
H -0.31785 -4.64415 1.88992
Cl 3.99435 1.65158 3.94346
C 2.54463 2.39955 4.66336
C 2.62046 2.86925 5.97914
C 1.42679 3.22827 6.62380
C 0.21287 3.11365 5.96300
C 0.14670 2.67653 4.65310
C 1.32888 2.34679 3.93529
C 1.31701 1.83022 2.57676
H 3.57439 2.94375 6.48079
H 1.46698 3.59680 7.66522
H -0.71858 3.38220 6.47551
H -0.81301 2.54755 4.12447
H 0.30958 1.72311 2.12765
H 2.03823 2.28327 1.86432
```

* ⟨S²⟩: 2.0626
* calculated total energy: -3455.2556 Eh
* HOMO-LUMO gap (alpha / beta): 3.14 / 3.39 eV
* relative energy (zero: lowest compared OMol25 entry of this formula, charge and spin): 244.07 kcal per mole
* LUMO energy (alpha / beta): 0.0795 / 0.0798 Eh
* multiplicity: 3
* total charge: -1